Formula: C38H80ClF6N4O6S2
Source: OMol25
Level of theory: ωB97M-V/def2-TZVPD

Summary:
**Gap between HOMO and LUMO**: 9.12 eV
**Energy relative to the best compared isomer or geometry (same formula, charge and spin)**: 0.0 kJ/mol
**DFT total energy**: -4021.879173 hartree
**HOMO**: -10.77 eV
**LUMO level**: -0.0608 hartree

ORCA input file:
```
! wB97M-V def2-TZVPD RIJCOSX def2/J DEFGRID3
* xyz 1 1
C -16.3908 -11.1631 17.6491
C -17.5836 -11.3737 16.7084
C -17.2854 -10.8798 15.2980
N -18.2700 -11.2127 14.2168
C -19.5503 -10.3871 14.3648
C -20.6511 -10.6071 13.3422
C -21.0257 -12.1075 13.3626
C -19.7525 -12.9074 13.1158
C -18.6964 -12.6207 14.1489
C -17.5255 -10.8131 12.9152
H -16.0625 -10.0999 17.6922
H -15.5190 -11.7258 17.3511
H -16.7231 -11.4573 18.6313
H -18.4239 -10.8945 17.1739
H -17.8422 -12.4762 16.6902
H -16.3152 -11.2536 14.9562
H -17.1199 -9.7978 15.1706
H -20.0349 -10.5909 15.3350
H -19.1548 -9.3854 14.3037
H -21.5345 -10.1292 13.7476
H -20.5538 -10.1042 12.3343
H -21.5012 -12.3205 14.2772
H -21.7244 -12.2958 12.5228
H -19.9095 -13.9571 13.1110
H -19.3029 -12.6816 12.1595
H -19.0766 -13.0074 15.1263
H -17.7812 -13.1913 14.0704
H -17.2500 -9.7476 13.0319
H -18.1399 -10.9036 12.0049
H -16.6255 -11.4613 12.7992
C -14.9457 -5.7187 8.6266
C -14.4931 -7.1528 8.5772
C -14.4010 -7.7448 7.1449
N -14.5523 -9.3160 6.9194
C -13.8902 -9.8059 5.6553
C -12.3898 -9.7477 5.6271
C -11.7609 -10.4260 6.8132
C -12.3967 -9.9906 8.1233
C -13.9208 -10.0250 8.0278
C -16.0183 -9.5509 6.8822
H -14.0936 -5.0999 8.3571
H -15.2912 -5.5047 9.6624
H -15.8098 -5.5391 7.9390
H -15.2232 -7.7781 9.1062
H -13.4854 -7.3490 8.9758
H -13.5139 -7.4734 6.6735
H -15.2205 -7.3374 6.4734
H -14.4340 -9.3350 4.8215
H -14.1267 -10.8990 5.5250
H -11.9093 -8.7784 5.5469
H -12.1258 -10.2770 4.6808
H -10.7197 -10.2117 6.8798
H -11.8940 -11.5312 6.6742
H -12.0453 -9.0478 8.3951
H -12.2296 -10.7218 8.9278
H -14.3651 -9.6892 8.9765
H -14.1586 -11.1298 7.9308
H -16.4260 -9.2073 7.8770
H -16.2043 -10.5965 6.7713
H -16.4971 -8.9632 6.0913
C -12.1942 -17.3848 12.5922
C -12.4653 -15.8367 12.5575
C -12.3468 -15.3578 13.9859
N -11.9595 -13.8429 14.1530
C -12.9356 -13.0602 13.2861
C -12.7728 -11.5409 13.4862
C -12.9262 -11.1367 14.9627
C -11.9087 -11.8865 15.7969
C -12.1100 -13.3863 15.5896
C -10.5320 -13.6411 13.7050
H -11.2289 -17.6682 13.1074
H -12.0311 -17.6863 11.5646
H -12.9901 -17.9220 13.0594
H -13.5290 -15.6743 12.2739
H -11.7419 -15.4976 11.8011
H -11.6171 -15.8338 14.6335
H -13.3732 -15.4473 14.4232
H -13.9402 -13.3376 13.6857
H -12.8213 -13.4412 12.2407
H -13.5704 -11.0118 12.8686
H -11.8393 -11.1924 13.0201
H -13.8467 -11.4262 15.3973
H -12.8747 -10.1008 15.0667
H -11.9456 -11.6824 16.8261
H -10.8833 -11.6521 15.4666
H -13.1048 -13.7163 15.8732
H -11.2867 -14.0199 16.0305
H -10.2052 -12.6281 13.8645
H -10.5022 -13.8245 12.6257
H -9.9345 -14.4436 14.0951
C -14.5725 -13.5914 9.6457
C -15.1896 -14.8923 9.7905
C -16.3256 -14.8707 10.8168
N -16.9231 -16.2436 11.2550
C -18.1318 -15.7796 12.0484
C -18.7757 -16.9353 12.8055
C -17.7833 -17.6560 13.7794
C -16.6277 -18.1201 12.9768
C -15.9768 -16.9701 12.1674
C -17.2478 -17.0253 10.0557
H -15.0341 -12.9460 8.8767
H -13.5211 -13.7637 9.3111
H -14.5710 -13.0327 10.6062
H -14.4959 -15.7011 10.1291
H -15.6736 -15.1364 8.7971
H -17.1394 -14.2568 10.3647
H -16.0948 -14.3081 11.7467
H -17.7028 -15.0471 12.7178
H -18.9319 -15.2288 11.4695
H -19.6045 -16.6652 13.4184
H -19.1712 -17.6669 12.1259
H -17.5134 -16.8969 14.5314
H -18.1980 -18.5252 14.2795
H -15.8012 -18.4455 13.6079
H -16.9687 -18.9392 12.3521
H -15.5540 -16.2673 12.8656
H -15.1330 -17.3140 11.4244
H -17.6280 -17.9766 10.3464
H -16.4212 -17.1051 9.3499
H -18.1100 -16.5347 9.5893
Cl -16.0250 -14.5692 14.5612
C -19.2296 -10.7009 7.9733
F -20.0220 -9.8354 8.6872
F -19.9873 -11.6930 7.5448
F -18.7708 -10.0683 6.9091
S -17.9004 -11.3459 9.0704
O -18.5120 -12.2917 9.9732
O -16.9522 -11.9759 8.1704
O -17.4262 -10.1363 9.6298
C -9.4840 -14.3447 8.7189
F -10.2763 -14.5151 7.6640
F -9.6500 -15.4571 9.4614
F -8.2455 -14.2599 8.2752
S -10.0474 -12.8103 9.6953
O -11.4348 -13.2473 9.8422
O -9.2277 -12.8774 10.8986
O -9.9037 -11.5579 8.9416
*
```

=====

Formula: C27H35ClCoN4O4P2
Source: OMol25
Level of theory: ωB97M-V/def2-TZVPD

Summary:
**Gap between HOMO and LUMO (spin up / spin down)**: 7.21 / 7.84 eV
**Energy relative to the best compared isomer or geometry (same formula, charge and spin)**: 0.0 kJ/mol
**DFT total energy**: -4095.038377 hartree
**HOMO (spin up / spin down)**: -7.64 / -8.61 eV
**LUMO level (spin up / spin down)**: -0.0158 / -0.0283 hartree

ORCA input file:
```
! wB97M-V def2-TZVPD RIJCOSX def2/J DEFGRID3
* xyz 0 4
Co 0.2621 -0.3318 4.8118
C -1.0573 1.5430 4.9795
C -1.3216 0.5475 4.0108
C -1.0467 0.7150 2.5349
C 0.2472 0.0273 2.0377
C 1.3560 0.0598 3.0450
C 1.6032 1.1187 3.9282
C 0.9895 2.4866 3.8272
C -0.1574 2.7060 4.8603
C 1.4314 -1.5814 5.5661
H -1.7393 1.5952 5.8210
H -2.1408 -0.1559 4.2332
H -1.0423 1.7811 2.2786
H -1.8984 0.2816 1.9914
H 0.0181 -1.0270 1.8099
H 0.5520 0.4600 1.0701
H 2.1204 -0.7196 2.9411
H 2.4988 1.0751 4.5689
H 0.6272 2.6918 2.8127
H 1.7673 3.2327 4.0357
H 0.3109 2.8910 5.8454
H -0.7162 3.6337 4.6389
H 1.9311 -1.0149 6.3764
H 2.1645 -1.9299 4.8263
H 0.9036 -2.4222 6.0434
P 1.3497 -1.0467 -2.5328
P -1.8209 -0.7193 -2.2125
N 2.8109 -0.0916 -2.6225
N 2.0358 -2.3517 -3.5767
N -2.0087 1.0232 -2.0323
N -3.4898 -0.9988 -2.7069
C 0.4054 -0.1716 -3.8584
C -1.0535 -0.6738 -3.9013
C 3.3994 0.4595 -1.4727
C 4.4409 1.2854 -1.8614
C 4.5090 1.2486 -3.2962
C 3.4962 0.4087 -3.7345
C 2.1890 -3.6668 -3.1172
C 2.7137 -4.4446 -4.1482
C 2.8782 -3.5848 -5.2866
C 2.4455 -2.3171 -4.9100
C -1.7704 1.6763 -0.8149
C -1.9035 3.0441 -1.0056
C -2.2033 3.2511 -2.3908
C -2.2418 2.0029 -2.9961
C -4.3285 -0.2950 -3.5821
C -5.4233 -1.0859 -3.8945
C -5.2609 -2.3325 -3.1953
C -4.0784 -2.2579 -2.4836
H 0.8710 -0.3102 -4.8451
H 0.4464 0.9069 -3.6315
H -1.6482 -0.0706 -4.6041
H -1.0861 -1.7160 -4.2655
H 3.0045 0.1964 -0.5018
H 5.0807 1.8617 -1.2046
H 5.2089 1.7730 -3.9326
H 3.2242 0.1381 -4.7413
H 1.9101 -3.9144 -2.1078
H 2.9537 -5.4940 -4.1016
H 3.2630 -3.8518 -6.2554
H 2.3949 -1.4200 -5.5012
H -1.5402 1.0903 0.0615
H -1.8010 3.8067 -0.2448
H -2.3733 4.1946 -2.8887
H -2.4214 1.7488 -4.0287
H -4.0971 0.7055 -3.9071
H -6.2398 -0.8108 -4.5506
H -5.9381 -3.1790 -3.2299
H -3.5805 -2.9660 -1.8360
O -0.5282 -0.5517 9.0236
Cl -0.4714 0.2800 7.8593
O -1.6773 1.0777 7.7025
O 0.6999 1.1354 7.8418
O -0.4087 -0.6560 6.6284
*
```

=====

Formula: C9H12Si
Source: OMol25
Level of theory: ωB97M-V/def2-TZVPD

Summary:
**Gap between HOMO and LUMO (spin up / spin down)**: 6.90 / 8.14 eV
**Energy relative to the best compared isomer or geometry (same formula, charge and spin)**: 459.2 kJ/mol
**DFT total energy**: -639.437185 hartree
**HOMO (spin up / spin down)**: -6.83 / -8.12 eV
**LUMO level (spin up / spin down)**: 0.0027 / 0.0006 hartree

ORCA input file:
```
! wB97M-V def2-TZVPD RIJCOSX def2/J DEFGRID3
* xyz 0 1
C 3.3449 0.3161 -1.1026
C 2.7750 -0.6202 -1.9101
C 2.7127 0.7652 0.0714
C 1.4978 -1.1433 -1.6747
C 1.4204 0.2893 0.3071
C 0.8220 -0.6384 -0.5744
C -1.7477 -0.4333 0.0909
C -0.6284 -0.9025 -0.7022
C -1.8517 0.0932 1.5747
Si -3.4155 0.9813 2.1106
H 4.1539 0.8911 -1.3958
H 3.3641 -0.9842 -2.8534
H 3.0011 1.5715 0.7176
H 1.2214 -2.0461 -2.2646
H 0.9718 0.7073 1.2227
H -1.8525 0.5497 -0.4726
H -2.7051 -1.0814 -0.1998
H -0.8019 -1.5568 -1.5039
H -1.0445 -0.0794 2.1503
H -4.0268 0.0613 3.1711
H -4.2033 0.9181 0.8883
H -3.0075 2.3415 2.3495
*
```

=====

Formula: C6H6ClFNO16V
Source: OMol25
Level of theory: ωB97M-V/def2-TZVPD

Summary:
**Gap between HOMO and LUMO (spin up / spin down)**: 3.46 / 5.98 eV
**DFT total energy**: -2994.181720 hartree
**HOMO (spin up / spin down)**: 0.28 / -2.24 eV
**LUMO level (spin up / spin down)**: 0.1375 / 0.1373 hartree

ORCA input file:
```
! wB97M-V def2-TZVPD RIJCOSX def2/J DEFGRID3
* xyz -2 5
O 19.8169 -21.4498 -16.3547
V 21.2918 -20.9009 -16.5315
C 23.8801 -20.5606 -17.3823
O 24.6647 -20.2453 -16.4922
O 23.3436 -21.6494 -17.0737
O 22.9745 -19.7614 -17.2589
C 22.1290 -20.5599 -13.8806
O 22.0258 -21.5837 -14.5501
O 21.7032 -19.6796 -14.6516
O 23.3712 -20.3654 -13.8535
Cl 21.9679 -25.0308 -16.5050
O 22.4181 -25.2067 -17.8463
O 23.0296 -24.4851 -15.6781
O 20.9454 -24.0038 -16.5224
O 21.3971 -26.2203 -15.8720
C 19.1400 -17.3527 -18.7913
N 20.0082 -17.5449 -17.5943
O 20.0510 -18.6928 -17.0706
O 20.5663 -16.5778 -17.1144
H 19.3520 -16.4868 -19.4185
H 18.1094 -17.3298 -18.4369
H 19.2155 -18.2342 -19.4280
C 20.5070 -20.5755 -22.2023
C 19.8068 -21.8855 -21.8518
O 20.3092 -22.1710 -20.6046
C 20.6636 -21.1424 -20.0303
O 21.0071 -21.0334 -18.8436
O 20.7516 -20.1162 -20.8726
F 20.1106 -22.7647 -22.7440
H 19.9075 -19.8779 -22.7871
H 21.4311 -20.7533 -22.7523
H 18.7252 -21.7668 -21.7881
*
```